Here is a 3-piece molecular cluster, C19H46F3O2PSi overall from OMol25. Energies are from wB97M-V/def2-TZVPD.

The value obtained for the calculated total energy is -1832.28016 Ha. Its HOMO energy is -8.64 eV. The molar mass comes out at 422.63 u. As for the LUMO energy: 0.0246 Eh. The SMILES is C[Si](C)(C)OCC[PH3]COC(F)(F)F.CCCCCC.CCCCCC. The frontier orbital gap comes out at 9.31 eV.

```
! wB97M-V def2-TZVPD RIJCOSX def2/J DEFGRID3
* xyz 0 1
C -0.285 -0.817 3.514
Si -0.982 0.668 2.494
C -0.472 2.319 3.425
C -0.292 0.773 0.688
O -2.738 0.530 2.516
C -3.201 -0.720 1.882
C -4.455 -1.333 2.803
P -6.078 -0.405 2.336
C -7.560 0.754 1.871
O -7.128 2.153 2.010
C -6.852 2.521 3.407
F -5.387 2.452 3.768
F -7.684 1.828 4.417
F -7.196 3.988 3.523
H -0.991 -0.955 4.466
H -0.355 -1.844 2.910
H 0.811 -0.665 3.911
H -1.033 3.230 2.922
H -0.901 2.248 4.528
H 0.694 2.417 3.387
H -0.640 1.806 0.233
H -0.759 -0.077 -0.008
H 0.883 0.745 0.659
H -2.392 -1.570 1.835
H -3.546 -0.476 0.769
H -4.532 -2.486 2.618
H -4.156 -1.057 3.925
H -6.588 -1.502 1.554
H -5.220 0.587 1.673
H -6.395 -0.297 3.742
H -8.557 0.483 2.421
H -7.726 0.576 0.703
C 0.745 0.089 -3.473
C 1.997 0.948 -3.390
C 1.810 2.209 -2.541
C 0.764 3.201 -3.061
C 0.999 3.717 -4.482
C 2.295 4.499 -4.630
H -0.080 0.621 -3.954
H 0.946 -0.813 -4.061
H 0.421 -0.223 -2.475
H 2.329 1.212 -4.400
H 2.802 0.349 -2.949
H 2.778 2.715 -2.447
H 1.528 1.911 -1.523
H 0.729 4.056 -2.374
H -0.230 2.740 -3.015
H 0.164 4.373 -4.756
H 0.986 2.889 -5.198
H 2.311 5.359 -3.954
H 2.393 4.873 -5.655
H 3.170 3.877 -4.420
C 1.738 -2.926 -0.056
C 2.979 -2.124 -0.413
C 3.856 -2.802 -1.468
C 4.446 -4.157 -1.060
C 5.301 -4.143 0.209
C 6.539 -3.268 0.089
H 1.994 -3.894 0.384
H 1.133 -2.379 0.675
H 1.120 -3.102 -0.943
H 3.559 -1.921 0.495
H 2.664 -1.147 -0.798
H 4.668 -2.118 -1.742
H 3.264 -2.945 -2.381
H 5.053 -4.533 -1.893
H 3.635 -4.883 -0.929
H 5.620 -5.170 0.423
H 4.706 -3.822 1.069
H 7.173 -3.600 -0.739
H 7.130 -3.325 1.010
H 6.280 -2.219 -0.073
*
```

---

Here is C19H46N3Na4O13P as an isolated structure from OMol25. Energies are from wB97M-V/def2-TZVPD.

The value obtained for the calculated total energy is -2884.56716 Ha. Its HOMO energy is -5.62 eV. The molar mass comes out at 647.52 u. As for the LUMO energy: -0.0473 Eh. The frontier orbital gap comes out at 4.34 eV.

```
! wB97M-V def2-TZVPD RIJCOSX def2/J DEFGRID3
* xyz 0 1
Na -24.542 7.424 8.574
Na -25.183 5.881 11.532
Na -28.381 4.271 11.435
Na -27.414 6.301 8.180
O -28.252 8.864 11.326
C -27.400 7.926 11.025
O -26.657 7.936 10.007
O -27.422 6.972 11.884
H -28.314 8.706 12.271
P -26.107 4.108 9.587
O -25.297 2.977 8.787
O -26.101 4.000 11.121
O -27.554 4.267 9.151
O -25.294 5.407 9.153
C -28.497 17.759 16.579
O -28.791 16.399 16.792
C -30.030 16.072 17.502
C -30.172 14.553 17.920
N -30.460 13.747 16.665
C -30.826 12.346 16.811
C -30.509 11.631 15.530
O -29.096 11.568 15.318
C -28.814 10.664 14.165
H -29.155 18.253 15.863
H -27.571 17.927 16.030
H -28.554 18.305 17.520
H -30.902 16.399 16.935
H -30.085 16.539 18.485
H -31.076 14.407 18.511
H -29.234 14.323 18.424
H -29.727 13.727 15.971
H -31.886 12.424 17.052
H -30.456 11.842 17.704
H -31.029 12.017 14.653
H -30.848 10.609 15.702
H -29.369 9.727 14.218
H -27.747 10.446 14.120
H -29.102 11.118 13.217
C -23.159 9.900 14.026
O -24.214 10.858 13.597
C -24.820 10.504 12.405
C -25.755 11.550 11.883
N -25.177 12.791 11.315
C -24.593 13.628 12.298
C -25.611 14.469 13.104
O -25.168 15.861 13.066
C -25.838 16.636 13.960
H -22.541 9.610 13.177
H -23.691 9.062 14.476
H -22.386 10.322 14.668
H -25.302 9.570 12.692
H -24.104 10.211 11.638
H -26.490 11.949 12.582
H -26.375 11.056 11.135
H -24.514 12.608 10.576
H -23.894 14.348 11.873
H -23.934 13.130 13.009
H -25.770 13.950 14.049
H -26.596 14.564 12.648
H -25.211 17.515 14.111
H -25.903 16.078 14.894
H -26.897 16.827 13.789
C -31.400 8.827 12.096
O -31.337 7.556 12.871
C -30.336 7.405 13.810
C -30.224 5.971 14.361
N -30.196 4.911 13.411
C -30.129 3.566 14.070
C -30.303 2.309 13.281
O -29.021 2.212 12.555
C -29.072 0.931 11.911
H -31.474 9.710 12.730
H -32.314 8.817 11.502
H -30.550 8.989 11.432
H -30.491 8.114 14.623
H -29.346 7.465 13.357
H -31.026 5.793 15.077
H -29.334 5.976 14.991
H -31.015 5.016 12.829
H -30.811 3.597 14.919
H -29.188 3.477 14.613
H -31.153 2.358 12.600
H -30.505 1.445 13.915
H -28.059 0.541 11.815
H -29.671 0.832 11.006
H -29.489 0.149 12.545
*
```

---

Here is C19H47ClO3P2STm as an isolated structure from OMol25. Energies are from wB97M-V/def2-TZVPD.

The value obtained for the calculated total energy is -3603.96654 Ha. Its expectation value of S² is 2.00. Its HOMO energy (spin up / spin down) is -2.29 / -2.29 eV. The molar mass comes out at 621.98 u. As for the LUMO energy (spin up / spin down): 0.0885 / 0.0887 Eh. The frontier orbital gap (spin up / spin down) comes out at 4.69 / 4.70 eV.

```
! wB97M-V def2-TZVPD RIJCOSX def2/J DEFGRID3
* xyz -1 3
Tm -0.414 -0.119 -0.445
P -2.487 0.410 1.117
C -3.652 1.403 0.066
C -3.301 -1.220 1.570
C -1.957 1.511 2.521
C -3.594 1.163 -1.451
H -3.276 2.427 0.278
C -5.054 1.183 0.621
H -5.474 0.245 0.221
H -5.658 2.030 0.261
H -5.098 1.174 1.720
H -2.806 1.751 -1.953
H -4.548 1.498 -1.876
H -3.474 0.107 -1.747
H -1.601 2.389 1.942
C -0.790 1.010 3.340
C -3.174 1.779 3.376
H -3.836 2.501 2.877
H -2.784 2.210 4.313
H -3.708 0.843 3.622
H -0.179 0.271 2.792
H -1.086 0.460 4.248
H -0.081 1.825 3.573
C -3.492 -2.068 0.301
H -4.252 -0.849 1.968
C -2.510 -1.950 2.654
H -4.244 -1.641 -0.380
H -3.833 -3.053 0.651
H -2.546 -2.260 -0.257
H -1.442 -2.063 2.417
H -2.918 -2.974 2.712
H -2.595 -1.453 3.635
Cl -0.307 -2.483 -0.017
H -1.323 0.106 -1.973
H 0.749 1.080 1.151
P 2.065 0.339 -1.534
C 2.851 1.932 -1.165
C 3.171 -1.085 -1.613
C 1.257 0.692 -3.335
C 2.793 2.300 0.314
H 2.262 2.673 -1.747
C 4.276 1.828 -1.661
H 4.875 1.224 -0.961
H 4.663 2.856 -1.660
H 4.374 1.438 -2.685
H 1.840 2.765 0.599
H 3.585 3.029 0.524
H 2.953 1.444 0.978
H 0.718 1.650 -3.177
C 0.247 -0.334 -3.866
C 2.392 0.919 -4.344
H 2.894 1.888 -4.193
H 1.967 0.924 -5.363
H 3.135 0.106 -4.308
H -0.168 -1.044 -3.121
H 0.683 -0.956 -4.668
H -0.619 0.203 -4.298
C 3.612 -1.362 -0.190
H 3.995 -0.657 -2.222
C 2.541 -2.309 -2.295
H 4.292 -0.590 0.192
H 4.003 -2.381 -0.103
H 2.747 -1.331 0.508
H 1.581 -2.621 -1.834
H 3.276 -3.112 -2.119
H 2.424 -2.165 -3.385
C 2.432 -3.004 2.397
S 1.625 -1.326 2.572
O 0.456 -1.584 3.370
O 2.548 -0.230 3.076
O 1.412 0.305 0.325
H 3.349 -2.873 3.001
H 2.620 -3.150 1.308
H 1.624 -3.645 2.832
*
```